[1]
Here is a 2-piece molecular cluster, C11H15N overall at a distorted geometry from OMol25. Energies are from wB97M-V/def2-TZVPD.

Summary:
- HOMO energy (eV) = -8.0091
- relative energy (zero: lowest compared OMol25 entry of this formula, charge and spin) (eV) = 3.1538
- F_max (eV/A) = 6.20
- LUMO energy (Ha) = 0.03514

Each line ends with the natural charge from an NBO analysis.
Geometry (Å):
C (0.61, -3.20, 0.21)  -0.65
C (-0.29, -2.10, -0.11)  -0.08
C (-1.19, -1.85, -1.14)  -0.02
N (-1.88, -0.56, -0.94)  -0.56
C (-1.35, -0.04, 0.28)  0.16
C (-1.45, 1.24, 0.77)  -0.24
C (-0.61, 1.65, 1.72)  -0.24
C (0.25, 0.73, 2.27)  -0.23
C (0.24, -0.69, 2.03)  -0.21
C (-0.50, -1.00, 0.90)  -0.09
H (0.36, -4.03, -0.48)  0.22
H (0.72, -3.78, 1.05)  0.23
H (1.72, -3.04, -0.10)  0.22
H (-1.40, -2.37, -2.03)  0.21
H (-2.35, 0.00, -1.56)  0.40
H (-2.39, 1.80, 0.43)  0.21
H (-0.80, 2.56, 2.29)  0.22
H (0.59, 1.30, 3.26)  0.21
H (0.89, -1.22, 2.71)  0.23
C (1.36, 1.89, -0.78)  -0.63
C (0.87, 1.68, -2.16)  -0.63
H (1.41, 1.16, -0.02)  0.22
H (2.42, 2.16, -0.74)  0.20
H (0.74, 2.70, -0.21)  0.20
H (-0.01, 1.02, -2.27)  0.20
H (1.70, 1.40, -2.85)  0.21
H (0.33, 2.58, -2.54)  0.21

[2]
Here is C14H25Br3O3 as an isolated structure at a distorted geometry from OMol25. Energies are from wB97M-V/def2-TZVPD.

Summary:
- HOMO energy (eV) = -9.1484
- F_max (eV/A) = 5.03
- LUMO energy (Ha) = 0.01178

Each line ends with the natural charge from an NBO analysis.
Geometry (Å):
C (4.85, -0.33, -0.13)  -0.39
C (3.54, -0.43, -0.39)  -0.22
C (2.86, 0.21, -1.57)  -0.11
O (1.43, 0.35, -1.43)  -0.53
C (0.93, 0.87, -0.30)  1.01
O (0.57, 0.21, 0.64)  -0.57
O (0.70, 2.24, -0.32)  -0.56
C (-0.68, 2.37, -0.78)  -0.07
C (-1.69, 2.32, 0.36)  -0.44
C (-2.97, 1.55, 0.01)  -0.39
C (-2.85, 0.02, 0.19)  -0.42
C (-3.09, -0.75, -1.12)  -0.38
C (-2.50, -2.16, -1.14)  -0.41
C (-0.96, -2.11, -1.34)  -0.39
C (-0.11, -2.87, -0.31)  -0.40
C (-0.58, -2.83, 1.14)  -0.61
H (5.56, -0.36, -0.95)  0.20
H (5.17, -0.21, 0.89)  0.21
H (2.91, -1.02, 0.27)  0.23
H (2.99, -0.44, -2.44)  0.21
H (3.30, 1.16, -1.84)  0.20
H (-0.73, 3.33, -1.29)  0.20
H (-0.92, 1.59, -1.51)  0.18
H (-1.26, 1.89, 1.26)  0.23
H (-1.99, 3.34, 0.61)  0.21
H (-3.73, 1.91, 0.69)  0.21
H (-3.32, 1.77, -1.00)  0.19
H (-3.67, -0.26, 0.87)  0.20
H (-1.93, -0.25, 0.70)  0.21
H (-4.17, -0.84, -1.24)  0.20
H (-2.74, -0.15, -1.96)  0.19
H (-2.91, -2.63, -2.04)  0.20
H (-2.81, -2.76, -0.30)  0.20
H (-0.75, -2.56, -2.31)  0.20
H (-0.66, -1.07, -1.44)  0.19
H (0.06, -3.90, -0.62)  0.20
H (0.88, -2.41, -0.32)  0.20
H (-1.54, -3.32, 1.28)  0.20
H (0.12, -3.41, 1.74)  0.21
H (-0.61, -1.82, 1.55)  0.22
C (2.76, 2.67, 3.22)  -0.51
Br (2.03, 1.66, 1.73)  0.16
Br (3.50, 4.37, 2.68)  0.05
Br (1.42, 2.89, 4.59)  0.07
H (3.57, 2.11, 3.66)  0.22